(1)
An isolated molecule of C5H12N2O at a distorted geometry, computed with wB97M-V/def2-TZVPD.

## Properties
- Structure (SMILES): NCCCCNC=O
- F_max: 5.69 eV Å⁻¹
- HOMO energy: -9.338 eV
- DFT total energy: -10405.716 eV
- HOMO-LUMO gap: 10.203 eV

Geometry as XYZ:
```
20
Properties=species:S:1:pos:R:3:forces:R:3:lowdin_charge:R:1
N 0.481079 2.389420 -1.965585 2.2 -0.1 -1.0 -0.03
C 0.368547 2.101755 -0.544821 -1.3 2.6 1.7 -0.34
C 1.099256 0.904480 0.017843 1.0 1.3 2.1 -0.28
C 0.555867 -0.463533 -0.390789 0.1 0.1 3.1 -0.17
C -0.874338 -0.724427 0.266946 0.7 0.1 0.4 -0.17
N -0.677767 -1.639882 1.394722 -4.5 -3.2 -1.2 0.00
C -1.355382 -2.905542 1.500304 -0.8 2.4 -5.1 -0.25
O -2.078387 -3.326272 0.573667 1.2 1.1 2.1 -0.02
H -0.002131 1.895841 -2.689767 -1.3 -0.6 0.4 0.05
H 1.455599 2.177652 -2.302141 -0.9 0.7 1.0 0.09
H -0.709197 2.024192 -0.125022 1.3 0.1 -1.4 0.12
H 0.657916 3.151241 -0.015265 -0.1 -2.6 -0.9 0.14
H 2.207998 0.913978 -0.156864 -0.9 0.3 -0.3 0.11
H 1.063131 1.104581 1.197717 -0.1 -1.0 -2.2 0.15
H 0.482894 -0.591864 -1.442067 0.5 -0.2 -0.9 0.09
H 1.386110 -1.073719 0.143193 -1.8 -0.1 -1.5 0.13
H -1.267064 0.211319 0.731962 0.3 -0.4 -0.6 0.10
H -1.678602 -1.091991 -0.412628 1.0 -0.1 0.5 0.12
H 0.126914 -1.541404 1.884126 2.6 0.4 2.0 0.07
H -1.242443 -3.515825 2.334471 0.8 -0.6 2.0 0.10
```
Positions in Å, forces in eV/Å.

(2)
An isolated molecule of C5H12N2O at a distorted geometry, computed with wB97M-V/def2-TZVPD.

## Properties
- Structure (SMILES): C=C(N)C[C@H](N)CO
- F_max: 6.83 eV Å⁻¹
- HOMO energy: -8.563 eV
- DFT total energy: -10404.888 eV
- HOMO-LUMO gap: 9.306 eV

Geometry as XYZ:
```
20
Properties=species:S:1:pos:R:3:forces:R:3:lowdin_charge:R:1
C -1.923087 0.780277 1.210842 1.8 1.8 1.0 0.02
C -1.489295 -0.143827 0.325334 -6.5 0.5 2.1 -0.41
N -2.568633 -0.845306 -0.407445 0.6 -0.3 0.5 0.05
C -0.155676 -0.665152 0.343559 2.0 -2.2 -0.8 -0.19
C 0.781752 0.329798 -0.292263 2.4 1.2 1.6 -0.40
N 0.847699 0.601723 -1.721628 -1.0 -2.2 -0.3 0.06
C 2.185720 -0.180973 0.234408 -0.3 3.4 1.0 -0.21
O 3.332152 0.323050 -0.475314 0.0 -1.5 3.2 -0.06
H -2.846767 1.259915 1.518276 -0.9 -1.0 -1.2 0.05
H -1.264654 1.412997 1.852858 0.6 -1.0 -0.7 0.06
H -3.570617 -0.773771 -0.060364 2.1 0.6 -0.2 0.11
H -2.319370 -1.810290 -0.257492 -0.2 -0.6 -0.5 0.05
H 0.022037 -1.693422 -0.149798 -0.8 1.4 0.4 0.15
H 0.219579 -0.829516 1.401835 -0.6 0.3 -1.1 0.15
H 0.591277 1.267057 0.308567 0.3 -0.6 -1.2 0.14
H 0.350072 -0.193256 -2.172702 0.7 0.8 0.0 0.10
H 0.384806 1.427658 -2.052733 -0.3 0.4 0.4 0.07
H 2.208876 -1.236058 0.377103 0.3 -1.0 -0.4 0.09
H 2.097939 0.286321 1.316319 1.1 -1.0 -1.8 0.14
H 3.116190 0.682773 -1.299360 -1.3 0.7 -2.0 0.03
```
Positions in Å, forces in eV/Å.

(3)
A cluster of 2 separate species, C5H12N2O in total at a distorted geometry, computed with wB97M-V/def2-TZVPD.

## Properties
- Structure (SMILES): CC/C(N)=C/N.C=O
- F_max: 4.88 eV Å⁻¹
- HOMO energy: -7.925 eV
- DFT total energy: -10404.913 eV
- HOMO-LUMO gap: 8.531 eV

Geometry as XYZ:
```
20
Properties=species:S:1:pos:R:3:forces:R:3:lowdin_charge:R:1
C -1.011316 0.459351 -1.413543 0.7 1.1 2.2 -0.10
C -0.274846 1.005731 -0.162051 -0.9 0.9 1.3 -0.21
C 1.097363 0.412516 0.057312 0.1 -1.2 0.4 -0.39
N 2.096721 0.756516 -0.858462 -0.6 -0.3 -3.9 0.04
C 1.377501 -0.472252 1.077901 0.3 1.8 -2.1 -0.17
N 2.704213 -1.039644 1.096060 0.8 0.2 1.8 -0.02
H -1.970656 0.907796 -1.475653 -1.1 0.2 0.1 0.06
H -1.050596 -0.595459 -1.313054 -0.1 -1.1 -0.3 0.07
H -0.504943 0.783833 -2.253310 1.1 0.2 -2.1 0.03
H -0.224764 2.155947 -0.112144 0.0 -1.7 -0.5 0.14
H -0.945740 0.740931 0.703583 1.0 0.3 -0.5 0.09
H 2.901659 0.123406 -0.696732 -0.6 0.6 -0.4 0.06
H 1.782919 0.765135 -2.019592 1.1 -0.1 4.8 0.19
H 0.588850 -0.633503 1.775476 -0.2 -0.4 0.8 0.08
H 2.702009 -2.034119 0.987808 -0.3 -0.6 -0.3 0.05
H 3.276643 -0.915670 1.983038 -1.3 0.3 -1.4 0.10
C -3.145842 -0.623553 0.658340 -0.8 2.9 1.2 -0.13
O -3.553498 0.455248 1.078247 0.6 -2.0 -0.6 -0.01
H -3.388107 -1.005882 -0.289501 -0.8 -0.4 -1.7 0.06
H -2.457572 -1.246334 1.176270 0.8 -0.6 1.1 0.07
```
Positions in Å, forces in eV/Å.

(4)
An isolated molecule of C5H12N2O at a distorted geometry, computed with wB97M-V/def2-TZVPD.

## Properties
- Structure (SMILES): N/C=N/CCCCO
- F_max: 6.74 eV Å⁻¹
- HOMO energy: -8.608 eV
- DFT total energy: -10404.630 eV
- HOMO-LUMO gap: 9.689 eV

Geometry as XYZ:
```
20
Properties=species:S:1:pos:R:3:forces:R:3:lowdin_charge:R:1
N 0.446462 -3.596320 0.798045 2.5 5.1 0.1 0.07
C -0.481946 -2.595413 0.911854 4.1 3.2 -0.3 -0.26
N 0.011697 -1.385828 0.831078 -0.9 -1.9 0.6 -0.01
C -0.784476 -0.176138 0.879026 0.2 0.3 1.6 -0.25
C 0.152873 1.051529 0.620411 1.2 -1.7 -1.0 -0.21
C 0.824588 1.155186 -0.774494 0.7 -4.3 0.9 -0.23
C -0.102356 1.802426 -1.697728 -1.5 1.0 0.6 -0.29
O 0.118056 3.209046 -1.651321 2.2 -2.8 -5.7 -0.03
H 1.456141 -3.252364 0.900582 -2.3 -1.2 -0.4 0.15
H 0.140627 -4.469361 0.840481 -0.8 -4.6 0.4 0.01
H -1.452366 -2.882835 1.146342 -2.0 -0.4 0.1 0.10
H -1.602481 -0.371436 0.187530 -0.2 1.0 -0.4 0.10
H -1.280191 0.088535 1.904405 0.8 -0.9 -1.4 0.13
H 1.016718 1.058003 1.261376 -0.1 -0.6 1.1 0.10
H -0.393787 1.911669 0.878624 -0.7 1.5 0.0 0.08
H 1.196382 0.010176 -1.173650 -1.6 2.8 1.2 0.17
H 1.807969 1.633349 -0.800728 -0.4 0.4 0.3 0.11
H 0.312939 1.511743 -2.639891 -1.1 0.0 -1.3 0.10
H -1.233859 1.562323 -1.411769 2.3 0.1 -1.2 0.16
H -0.152988 3.735714 -1.010167 -2.3 2.8 5.0 0.00
```
Positions in Å, forces in eV/Å.

(5)
An isolated molecule of C5H12N2O at a distorted geometry, computed with wB97M-V/def2-TZVPD.

## Properties
- Structure (SMILES): C=N[C@@](C)(O)N(C)C
- F_max: 1.88 eV Å⁻¹
- HOMO energy: -8.857 eV
- DFT total energy: -10405.977 eV
- HOMO-LUMO gap: 9.855 eV

Geometry as XYZ:
```
20
Properties=species:S:1:pos:R:3:forces:R:3:lowdin_charge:R:1
C 1.666221 1.504639 1.153778 -0.2 -0.6 -0.4 -0.05
N 1.724369 0.710445 0.156114 -0.4 -0.2 0.8 0.06
C 0.675434 -0.400513 -0.015417 0.7 0.8 -0.9 -0.63
C 0.736205 -0.791846 -1.497958 0.3 -0.1 -0.3 -0.02
O 1.083075 -1.540913 0.704754 0.5 0.8 0.3 0.01
N -0.620997 0.030737 0.453558 -1.2 -1.5 0.0 -0.18
C -1.170929 1.214726 -0.205259 -0.1 0.3 0.1 -0.11
C -1.639397 -1.106483 0.355019 0.6 0.9 0.5 -0.06
H 0.869886 1.497939 1.916978 0.1 -0.1 -0.3 0.08
H 2.456091 2.261139 1.290372 -0.3 -0.4 -0.2 0.07
H 0.241293 -1.749243 -1.688389 -0.1 0.2 0.2 0.08
H 1.782146 -0.922586 -1.802616 -0.2 0.1 0.2 0.08
H 0.307412 -0.032324 -2.157580 -0.1 0.0 0.2 0.08
H 1.620147 -1.171619 1.420321 -0.1 -0.5 0.1 0.10
H -1.692644 1.816199 0.546937 -0.1 0.0 -0.2 0.08
H -1.884275 0.977490 -1.002033 0.0 -0.1 0.0 0.08
H -0.413170 1.858536 -0.661301 0.1 -0.2 0.2 0.08
H -1.282782 -2.036020 0.806925 0.2 0.4 -0.1 0.08
H -2.535636 -0.810302 0.908797 0.1 0.1 -0.1 0.08
H -1.922451 -1.310001 -0.683002 0.0 0.1 0.0 0.08
```
Positions in Å, forces in eV/Å.

(6)
A cluster of 2 separate species, C5H12N2O in total at a distorted geometry, computed with wB97M-V/def2-TZVPD.

## Properties
- Structure (SMILES): [H]/N=C(C)/C(C)=N/[H].CO
- F_max: 3.96 eV Å⁻¹
- HOMO energy: -8.612 eV
- DFT total energy: -10403.797 eV
- HOMO-LUMO gap: 9.383 eV

Geometry as XYZ:
```
20
Properties=species:S:1:pos:R:3:forces:R:3:lowdin_charge:R:1
H 1.718864 -1.059160 1.773966 0.5 0.6 -0.4 0.07
N 0.995171 -0.442565 1.408331 -1.1 -0.2 -0.3 0.11
C 0.720836 -0.634322 0.191763 -2.7 -1.9 0.6 -0.37
C 1.438963 -1.477018 -0.809084 0.3 0.3 -0.2 -0.06
C -1.133674 -0.643752 -0.166649 1.4 -1.7 0.7 -0.33
C -2.010819 -0.043263 0.900848 0.3 0.6 0.1 -0.07
N -1.534714 -1.507687 -1.020478 0.8 1.0 0.5 0.12
H -2.545517 -1.682991 -0.947320 0.2 0.2 0.0 0.06
H 2.382846 -0.982709 -1.050824 -0.1 -0.1 0.0 0.09
H 0.860787 -1.595790 -1.723570 0.0 -0.1 0.1 0.07
H 1.658690 -2.453707 -0.372773 -0.1 0.0 -0.1 0.09
H -2.613600 0.758838 0.463696 -0.1 -0.1 0.0 0.08
H -2.671349 -0.790388 1.351675 0.1 0.1 -0.2 0.08
H -1.410083 0.414567 1.689430 0.0 -0.2 0.0 0.06
C 0.886543 2.338009 -0.130689 -0.5 -0.3 0.0 -0.13
O 0.727845 1.158559 -0.914727 -2.6 -0.3 -0.6 -0.19
H 0.028663 2.999244 -0.271680 0.1 0.1 0.1 0.08
H 1.794162 2.851767 -0.450621 -0.1 -0.1 0.0 0.08
H 0.968310 2.057084 0.923071 0.1 0.1 0.1 0.07
H -0.261923 0.735282 -0.844367 3.4 2.0 -0.4 0.11
```
Positions in Å, forces in eV/Å.

(7)
A structure of composition C5H12N2O at a distorted geometry, computed with wB97M-V/def2-TZVPD.

## Properties
- F_max: 5.54 eV Å⁻¹
- HOMO energy: -7.680 eV
- DFT total energy: -10401.324 eV
- HOMO-LUMO gap: 8.557 eV

Geometry as XYZ:
```
20
Properties=species:S:1:pos:R:3:forces:R:3:lowdin_charge:R:1
C 0.138228 -0.084451 -0.332386 -5.1 1.5 -0.1 -0.58
C 0.591891 0.687197 -1.546131 0.1 0.0 0.1 -0.04
C 2.437983 -0.213482 0.591534 -2.0 0.8 1.7 0.07
N 0.607925 0.342829 0.885282 5.5 -0.7 0.4 -0.08
N -0.109277 -1.425980 -0.523554 0.1 -0.5 -0.3 0.12
C -1.613771 0.902964 0.184808 0.8 -1.0 -1.6 -0.08
C -2.809412 0.345524 0.338391 0.5 -0.1 0.4 -0.10
O 0.252087 -0.541355 1.932916 0.7 -1.3 0.1 -0.09
H -0.629954 -0.412951 2.306958 -0.2 1.1 -0.7 0.09
H -0.415748 -1.674130 -1.452940 -0.1 0.1 0.1 0.10
H -0.658898 -1.857823 0.206650 0.2 0.0 -0.1 0.09
H -1.517956 1.988499 0.229989 0.2 -0.1 0.0 0.05
H 1.392143 0.169048 -2.079077 0.1 -0.1 0.1 0.08
H -0.247945 0.807837 -2.235900 0.1 0.0 0.2 0.09
H 2.708992 -0.417264 1.623234 0.1 0.3 0.0 0.04
H 2.938087 0.659891 0.185246 -0.2 0.0 0.0 0.04
H 2.602186 -1.126772 0.023189 -0.7 0.2 -0.3 0.05
H 0.966007 1.667501 -1.250951 -0.2 0.0 0.0 0.09
H -2.925748 -0.738474 0.340103 -0.1 0.0 -0.2 0.03
H -3.706820 0.921391 0.572638 0.1 -0.1 0.0 0.04
```
Positions in Å, forces in eV/Å.

(8)
An isolated molecule of C5H12N2O at a distorted geometry, computed with wB97M-V/def2-TZVPD.

## Properties
- Structure (SMILES): CN[C@H](C=O)CCN
- F_max: 3.90 eV Å⁻¹
- HOMO energy: -8.788 eV
- DFT total energy: -10404.992 eV
- HOMO-LUMO gap: 9.606 eV

Geometry as XYZ:
```
20
Properties=species:S:1:pos:R:3:forces:R:3:lowdin_charge:R:1
C 0.183285 2.572290 0.328972 0.4 1.4 -2.5 -0.19
N -0.020605 1.221766 0.666335 -1.2 -2.1 -0.9 -0.11
C -0.691724 0.321706 -0.417257 2.3 2.2 1.1 -0.24
C -1.933400 -0.466413 -0.018247 2.9 1.1 -0.4 -0.23
O -2.192159 -1.173139 -0.929120 -3.1 -2.3 -0.7 0.04
C 0.412364 -0.662311 -1.065130 -1.7 -1.7 1.1 -0.14
C 1.372827 -1.349644 -0.017076 0.1 1.5 0.4 -0.29
N 0.712434 -2.214692 0.995449 -0.6 -0.5 -1.4 -0.03
H -0.739769 3.186559 0.010206 1.2 -0.9 0.2 0.10
H 0.972379 2.523766 -0.469022 -1.1 0.5 -0.2 0.09
H 0.748983 3.181142 1.007792 -0.1 -0.1 1.3 0.06
H -0.344015 1.093636 1.603843 -0.6 -0.3 0.2 0.09
H -1.063698 0.950900 -1.298011 0.6 -0.4 1.4 0.16
H -2.411565 -0.408865 0.967150 -0.4 0.0 0.1 0.13
H -0.274289 -1.469327 -1.534928 1.6 1.3 0.2 0.12
H 0.993520 -0.126258 -1.803181 0.0 0.1 -0.2 0.09
H 1.941934 -0.451455 0.475610 -0.9 -2.0 -0.6 0.12
H 2.089462 -2.050874 -0.495934 -0.3 0.9 -0.1 0.10
H 0.030214 -1.689932 1.544772 0.1 -0.3 -0.3 0.04
H 0.213822 -2.988856 0.447779 0.7 1.5 1.3 0.10
```
Positions in Å, forces in eV/Å.

(9)
An isolated molecule of C5H12N2O2 at a distorted geometry, computed with wB97M-V/def2-TZVPD.

## Properties
- Structure (SMILES): C[C@H](CC=C(O)O)NN
- F_max: 3.82 eV Å⁻¹
- HOMO energy: -8.086 eV
- DFT total energy: -12452.310 eV
- HOMO-LUMO gap: 9.014 eV

Geometry as XYZ:
```
21
Properties=species:S:1:pos:R:3:forces:R:3:lowdin_charge:R:1
C -2.476455 -0.499979 0.123520 3.5 -0.9 1.1 -0.03
C -0.968919 -0.255457 -0.192984 -0.5 2.9 -1.4 -0.38
C -0.036684 -1.313131 0.267321 -1.8 -2.0 -0.6 -0.22
C 1.323125 -1.283185 -0.288694 0.1 -0.6 -0.5 -0.07
C 2.158070 -0.311763 0.078697 1.0 1.2 0.2 -0.45
O 3.383520 -0.187075 -0.476798 1.2 2.4 2.1 0.03
O 2.028429 0.756899 0.993967 -1.7 -1.8 -0.8 -0.02
N -0.459456 1.048678 0.349168 -1.1 -0.1 1.1 -0.17
N -0.233511 2.092963 -0.515605 -1.4 2.2 -1.9 -0.02
H -2.835349 -1.101364 -0.664438 -0.9 -1.0 -0.5 0.06
H -2.988853 0.400012 0.210163 -1.0 1.5 0.1 0.05
H -2.358010 -0.995665 1.096808 -1.1 -0.2 -0.2 0.09
H -0.859654 -0.082758 -1.295950 0.0 -0.4 0.7 0.15
H -0.603019 -2.205973 -0.164656 1.1 0.3 1.3 0.14
H 0.008030 -1.279947 1.360626 -0.4 -0.5 0.1 0.13
H 1.576804 -2.141664 -0.971852 0.3 1.5 0.7 0.13
H 3.718998 0.621263 0.106734 -0.4 -2.3 -2.0 0.17
H 0.998006 0.930743 1.100865 1.4 -0.3 -0.7 0.09
H -0.993164 1.455216 1.120140 -0.2 -0.6 -0.2 0.14
H 0.610765 1.947226 -1.014053 0.8 -0.1 -0.5 0.06
H -0.992681 2.404954 -1.222983 1.3 -1.2 1.7 0.13
```
Positions in Å, forces in eV/Å.

(10)
A structure of composition C5H12N2O3 at a distorted geometry, computed with wB97M-V/def2-TZVPD.

## Properties
- F_max: 1.37 eV Å⁻¹
- HOMO energy: -8.671 eV
- DFT total energy: -14498.491 eV
- HOMO-LUMO gap: 9.509 eV

Geometry as XYZ:
```
22
Properties=species:S:1:pos:R:3:forces:R:3:lowdin_charge:R:1
C 0.384371 2.472382 -1.077082 -0.1 -0.1 0.1 -0.03
C -2.455289 0.251483 -0.259742 0.0 0.0 0.0 0.02
C -1.176855 1.013330 -0.043663 0.2 0.0 0.0 -0.55
O -0.863035 1.747762 -1.117111 0.0 0.0 0.1 -0.04
O -0.495399 0.954412 0.957465 -0.1 0.1 -0.2 0.06
H 0.390591 3.083153 -1.975550 0.0 0.0 0.0 0.09
H 1.226225 1.781191 -1.072851 0.0 0.0 0.0 0.07
H 0.429413 3.100377 -0.186903 0.0 0.0 0.0 0.10
H -2.832924 -0.108935 0.693910 0.0 0.0 0.0 0.09
H -2.241037 -0.599727 -0.909170 0.0 0.0 0.0 0.08
H -3.198442 0.875790 -0.753429 0.0 0.0 0.0 0.09
C 0.047068 -2.306885 1.298428 0.0 -0.1 0.2 -0.02
C 0.380673 -1.951712 -0.074073 1.0 0.9 -0.3 -0.28
N 2.459491 0.240554 0.448679 0.0 -0.2 0.1 -0.02
O 1.850320 -0.815003 -0.250702 -0.2 -0.1 0.7 -0.33
N 0.203627 -1.940892 -1.260133 0.3 0.2 -0.3 0.14
H 3.150257 -0.165505 1.075553 -0.1 0.0 0.0 0.07
H 1.735191 0.696783 1.002712 0.0 -0.1 0.0 0.05
H 1.113050 -1.165060 -1.423741 -0.9 -0.7 -0.1 0.15
H -0.158392 -1.389533 1.852930 0.0 0.0 0.0 0.08
H 0.886052 -2.823449 1.765117 0.0 0.0 0.0 0.09
H -0.834956 -2.950514 1.309358 0.1 0.0 0.0 0.09
```
Positions in Å, forces in eV/Å.

Look up the DFT total energy of the sixth one. -10403.797 eV

Number 7 is which compound? C5H12N2O